1.
{"formula": "C4H7NS3", "method": "the ωB97M-V functional and the def2-TZVPD basis", "species": ["S", "S", "S", "N", "C", "C", "C", "C", "H", "H", "H", "H", "H", "H", "H"], "positions_angstrom": [[-2.61045, -0.58476, -0.33406], [1.39416, -1.63910, 0.15229], [1.21317, 1.16344, -0.82956], [-0.24671, -1.17428, 0.48380], [2.17710, 0.07452, 0.23964], [-0.62537, 2.01109, 1.15092], [-0.49817, 1.20219, -0.14096], [-1.06048, -0.22620, -0.04564], [-1.11459, 1.75411, -0.81570], [3.21961, 0.04175, -0.27396], [-0.34872, 3.03591, 0.96952], [0.09896, 1.72183, 2.06310], [2.36005, 0.31252, 1.39104], [-1.66478, 1.94034, 1.58021], [-0.73202, -1.98951, 0.65674]], "forces_ev_per_angstrom": [[-0.876, 0.127, -0.190], [0.711, 1.489, -0.056], [-0.020, 0.680, 0.083], [1.552, 1.428, -0.229], [0.938, -0.924, 1.378], [0.817, -1.068, 3.027], [0.677, -1.163, 0.956], [0.851, 0.955, 0.384], [-0.087, 0.081, -1.038], [-1.874, -0.188, 0.873], [-0.189, 0.441, -0.282], [-1.467, 0.096, -2.188], [-0.681, -0.041, -2.569], [0.956, 0.163, -0.629], [-1.309, -2.076, 0.480]], "max_force_ha_per_bohr": 0.06440, "charge": 0, "e_tot_ev": -38255.93417, "smiles": "C[C@H]1SCSNC1=S", "de_lowest_kcal_mol": 27.5}



2.
{"formula": "C3H3N5", "method": "the ωB97M-V functional and the def2-TZVPD basis", "species": ["N", "N", "N", "N", "N", "C", "C", "C", "H", "H", "H"], "positions_angstrom": [[0.77826, -1.41576, -0.43043], [-2.13281, 0.08415, 0.60534], [0.91173, 1.44145, -0.36237], [-0.46662, -1.16934, -0.60724], [1.63463, 0.64023, 0.52940], [1.63584, -0.64946, 0.34398], [-0.32939, 1.23414, -0.43114], [-1.08108, 0.01065, -0.08857], [-0.85969, 1.84345, -1.18125], [2.47128, -1.19945, 0.74514], [-2.56216, -0.82007, 0.87713]], "forces_ev_per_angstrom": [[-2.294, -0.409, -0.924], [-0.172, -0.562, 0.049], [0.129, -0.558, 2.003], [2.016, -0.431, 0.025], [0.843, -0.874, -1.240], [-0.589, 2.111, 0.426], [-1.013, 0.461, -3.009], [0.573, -0.151, 2.230], [0.164, 0.184, 0.568], [-0.110, -0.211, 0.454], [0.452, 0.440, -0.581]], "max_force_ha_per_bohr": 0.06239, "charge": 0, "e_tot_ev": -10605.52166, "smiles": "[H]/N=c1/cnncnn1", "de_lowest_kcal_mol": 77.2}



3.
{"formula": "C2H2N3O2S", "method": "the ωB97M-V functional and the def2-TZVPD basis", "species": ["S", "O", "O", "N", "N", "N", "C", "C", "H", "H"], "positions_angstrom": [[2.36956, 0.26897, -0.33008], [2.61897, -1.19167, -0.47605], [2.42547, 0.54120, 1.15409], [-1.31480, -0.61193, 0.29816], [-0.44311, 1.24198, -0.49930], [-0.06911, -0.88047, 0.06646], [0.50087, 0.23229, -0.35646], [-1.56693, 0.67237, -0.10868], [-2.53565, 1.06344, -0.09558], [-1.98526, -1.33618, 0.34743]], "forces_ev_per_angstrom": [[-0.620, -1.292, 2.125], [0.428, 0.340, -1.128], [0.460, 1.030, -0.725], [-1.397, 2.350, -0.911], [-0.171, -0.251, 0.214], [2.672, -1.284, -0.053], [-1.421, -0.159, 0.065], [1.689, -0.810, 0.056], [-1.169, 0.760, 0.026], [-0.470, -0.682, 0.332]], "max_force_ha_per_bohr": 0.05766, "charge": -1, "e_tot_ev": -21506.76984, "de_lowest_kcal_mol": 35.0}



Number 1 is which compound?
C4H7NS3